C18H48AsF6O18S6 | the ωB97M-V functional and the def2-TZVPD basis

```
97
C18H48AsF6O18S6 the ωB97M-V functional and the def2-TZVPD basis
As 0.506 -1.087 0.710
F -0.171 0.370 0.070
F 1.075 -0.209 2.117
F 1.178 -2.520 1.374
F -0.005 -1.916 -0.708
F 2.031 -0.688 -0.004
F -0.969 -1.417 1.557
O -3.675 -3.566 -0.330
S -4.042 -2.370 -0.993
O -3.732 -2.181 -2.367
O -5.628 -2.210 -0.874
C -6.198 -2.572 0.396
C -7.690 -2.371 0.302
C -3.460 -0.968 -0.084
H -5.785 -2.035 1.259
H -5.954 -3.603 0.668
H -8.263 -3.006 -0.374
H -7.977 -1.346 0.057
H -8.122 -2.568 1.292
H -2.384 -0.847 -0.236
H -3.583 -1.171 0.976
H -3.981 -0.091 -0.456
O 3.069 -1.444 -4.031
S 3.582 -2.704 -3.630
O 3.671 -3.752 -4.590
O 5.003 -2.494 -2.951
C 6.082 -3.390 -3.271
C 6.410 -4.194 -2.036
C 2.661 -3.310 -2.235
H 6.956 -2.826 -3.621
H 5.870 -3.975 -4.167
H 6.836 -3.673 -1.180
H 7.190 -4.930 -2.276
H 5.534 -4.752 -1.699
H 1.688 -2.826 -2.260
H 3.150 -3.134 -1.285
H 2.511 -4.370 -2.427
O 5.801 1.002 5.005
S 4.475 0.931 5.500
O 4.214 0.684 6.881
O 3.659 2.257 5.117
C 2.405 2.463 5.769
C 1.893 3.797 5.219
C 3.525 -0.186 4.512
H 2.509 2.520 6.853
H 1.645 1.698 5.579
H 2.672 4.537 5.440
H 0.937 4.169 5.566
H 1.961 3.737 4.129
H 4.076 -1.109 4.366
H 3.187 0.294 3.600
H 2.606 -0.397 5.059
O -3.667 2.329 5.044
S -2.775 1.215 5.101
O -1.718 1.216 6.039
O -3.533 -0.156 5.385
C -4.688 -0.479 4.600
C -5.871 0.462 4.734
C -2.045 0.965 3.498
H -4.938 -1.528 4.743
H -4.358 -0.485 3.553
H -5.997 0.779 5.767
H -6.787 -0.093 4.502
H -5.818 1.258 4.002
H -2.044 1.953 3.048
H -2.683 0.318 2.898
H -1.088 0.460 3.561
O 0.411 1.480 -6.128
S -0.616 1.249 -5.173
O -0.838 2.125 -4.073
O -2.029 1.133 -5.900
C -2.027 0.658 -7.241
C -3.351 1.050 -7.854
C -0.423 -0.382 -4.520
H -1.890 -0.426 -7.300
H -1.207 1.100 -7.808
H -4.149 0.334 -7.623
H -3.326 0.937 -8.943
H -3.692 2.035 -7.549
H -0.901 -0.389 -3.556
H 0.643 -0.588 -4.482
H -0.885 -1.070 -5.221
O 2.758 5.689 -1.866
S 3.044 4.305 -2.024
O 4.234 3.913 -2.708
O 3.090 3.730 -0.553
C 3.620 2.412 -0.258
C 3.283 2.165 1.205
C 1.654 3.543 -2.806
H 4.705 2.436 -0.361
H 3.256 1.648 -0.948
H 4.138 2.454 1.817
H 3.142 1.122 1.502
H 2.321 2.589 1.489
H 0.781 4.150 -2.579
H 1.496 2.537 -2.430
H 1.817 3.595 -3.878
```

## Properties
Maximum force ... 1.9 eV/Å
Net charge ... -1
Kohn-Sham gap ... 10.611 eV
Calculated total energy ... -198458.2041 eV
M ... 933.9 g/mol



C18H48BF4N2O14PZn2 | the ωB97M-V functional and the def2-TZVPD basis

```
90
C18H48BF4N2O14PZn2 the ωB97M-V functional and the def2-TZVPD basis
Zn 1.436 -1.188 0.771
Zn -2.181 -0.171 0.915
B -3.925 -2.594 1.906
F -3.817 -3.871 1.357
F -4.306 -2.768 3.206
F -2.800 -1.869 1.811
F -4.969 -2.012 1.211
P 0.108 0.446 -0.047
O 0.589 -0.615 -0.959
O -1.263 1.148 -0.136
O 1.308 0.734 0.800
O -0.369 -0.599 0.928
C -0.010 -3.961 1.306
O 0.917 -3.090 0.543
C 1.850 -3.873 -0.181
C 2.736 -2.862 -0.930
N 3.229 -1.835 0.088
C 3.979 -0.905 -0.770
C 4.920 0.078 0.048
O 6.064 0.497 -0.698
C 5.748 1.426 -1.726
H -0.630 -4.589 0.666
H -0.848 -3.371 1.680
H 0.485 -4.482 2.125
H 1.343 -4.534 -0.884
H 2.555 -4.387 0.472
H 2.241 -2.354 -1.757
H 3.515 -3.507 -1.336
H 3.813 -2.292 0.773
H 3.352 -0.345 -1.464
H 4.750 -1.409 -1.353
H 5.291 -0.462 0.919
H 4.402 0.983 0.365
H 4.676 1.525 -1.895
H 6.243 1.147 -2.656
H 6.183 2.366 -1.387
C -1.361 0.666 4.092
O -2.182 0.779 2.928
C -3.320 1.578 3.114
C -3.908 1.818 1.761
N -4.033 0.653 0.910
C -4.223 1.049 -0.546
C -4.053 -0.281 -1.283
O -2.946 -0.856 -0.792
C -2.583 -2.121 -1.319
H -0.535 0.014 3.806
H -1.890 0.084 4.846
H -1.062 1.593 4.581
H -3.174 2.505 3.669
H -3.986 1.009 3.762
H -3.298 2.576 1.270
H -4.912 2.243 1.722
H -5.018 0.471 1.042
H -3.568 1.854 -0.879
H -5.212 1.417 -0.819
H -3.925 -0.047 -2.340
H -4.955 -0.883 -1.177
H -3.123 -2.900 -0.779
H -1.568 -2.460 -1.112
H -2.630 -2.317 -2.390
C 0.458 -1.483 -4.152
C 1.751 -0.651 -4.055
O 1.681 0.471 -3.235
O 0.335 -2.269 -2.999
H 0.333 -2.111 -5.033
H -0.430 -0.865 -4.019
H 1.859 -0.346 -5.095
H 2.522 -1.408 -3.911
H 1.282 0.233 -2.395
H 0.303 -1.595 -2.317
C 3.400 2.692 2.546
C 2.453 2.548 3.735
O 1.562 1.452 3.507
O 2.559 3.014 1.445
H 3.952 1.766 2.390
H 4.154 3.465 2.693
H 2.015 3.510 4.000
H 3.155 2.394 4.555
H 1.200 1.424 2.619
H 2.286 2.138 1.161
C -1.255 2.852 -2.657
C -1.878 3.907 -1.678
O -1.567 3.607 -0.340
O -1.994 1.671 -2.710
H -0.204 2.670 -2.434
H -1.300 3.285 -3.656
H -2.962 3.968 -1.768
H -1.424 4.870 -1.912
H -1.525 2.656 -0.219
H -1.865 1.282 -1.842
```

## Properties
Maximum force ... 8.0 eV/Å
Kohn-Sham gap ... 8.961 eV
Calculated total energy ... -168765.1296 eV
M ... 765.1 g/mol



C18H48F4O9S7Tl | the ωB97M-V functional and the def2-TZVPD basis

```
87
C18H48F4O9S7Tl the ωB97M-V functional and the def2-TZVPD basis
Tl -0.358 0.632 1.078
F -1.044 0.572 3.849
C 0.790 -2.053 -2.050
O -0.351 -2.764 -2.566
O 0.382 -1.105 -1.166
C 1.842 -3.112 -1.628
F 3.041 -2.801 -2.159
F 2.015 -3.194 -0.305
F 1.533 -4.347 -2.061
C -0.321 -3.024 -3.953
C -1.701 -3.571 -4.326
H -1.841 -4.647 -4.211
H -2.506 -3.104 -3.762
H -1.915 -3.376 -5.379
H 0.449 -3.707 -4.320
H -0.211 -2.162 -4.624
H 1.229 -1.505 -2.895
C 1.813 -3.732 3.490
S 0.346 -2.654 3.606
O 0.211 -1.922 2.312
C -0.958 -3.893 3.746
H 1.876 -4.521 4.241
H 2.676 -3.092 3.675
H 1.963 -4.216 2.523
H -1.852 -3.389 4.106
H -0.668 -4.747 4.355
H -1.099 -4.253 2.725
C 2.390 1.811 4.726
S 2.070 3.004 3.358
O 1.596 2.128 2.228
C 0.618 3.678 4.211
H 3.157 1.081 4.477
H 1.422 1.317 4.808
H 2.654 2.402 5.602
H 0.132 4.294 3.455
H 0.855 4.236 5.116
H -0.052 2.871 4.514
C 0.675 1.646 -3.229
S 0.855 2.837 -1.863
O 1.280 1.985 -0.691
C 2.336 3.616 -2.580
H -0.381 1.436 -3.076
H 1.330 0.790 -3.086
H 0.797 2.072 -4.224
H 2.803 4.340 -1.910
H 2.136 4.183 -3.489
H 3.067 2.828 -2.761
C 4.697 0.567 1.624
S 3.369 -0.630 2.045
O 2.223 -0.394 1.101
C 4.347 -2.072 1.471
H 4.681 1.395 2.335
H 4.410 0.991 0.662
H 5.702 0.153 1.632
H 3.770 -2.993 1.452
H 5.010 -2.253 2.324
H 4.956 -1.893 0.589
C -2.649 0.309 -3.497
S -3.122 0.666 -1.761
O -1.960 1.338 -1.071
C -4.333 2.014 -2.099
H -3.471 -0.231 -3.965
H -1.765 -0.315 -3.375
H -2.473 1.225 -4.058
H -5.168 1.731 -2.737
H -3.781 2.766 -2.666
H -4.643 2.392 -1.128
C -2.513 5.005 -0.674
S -1.374 4.789 0.753
O -0.709 3.443 0.556
C -0.087 6.022 0.354
H -2.625 6.074 -0.853
H -3.457 4.510 -0.458
H -2.115 4.488 -1.548
H 0.879 5.837 0.818
H -0.465 6.992 0.677
H 0.052 6.000 -0.727
C -3.061 -2.775 -1.107
S -2.342 -2.631 0.559
O -2.614 -1.226 1.050
C -3.518 -3.759 1.391
H -4.127 -2.545 -1.115
H -2.931 -3.792 -1.472
H -2.528 -2.035 -1.696
H -3.108 -4.768 1.360
H -4.509 -3.748 0.936
H -3.727 -3.520 2.434
```

## Properties
Maximum force ... 2.0 eV/Å
Net charge ... +1
Kohn-Sham gap ... 4.224 eV
Calculated total energy ... -129265.4203 eV
M ... 913.4 g/mol



C18H48O10 | the ωB97M-V functional and the def2-TZVPD basis

```
76
C18H48O10 the ωB97M-V functional and the def2-TZVPD basis
C 1.123 21.858 8.615
C 0.229 20.659 8.478
O -0.753 20.706 7.773
C 0.691 19.425 9.219
H 1.854 21.714 9.444
H 0.494 22.766 8.804
H 1.677 22.014 7.652
H 0.584 19.600 10.280
H 1.705 19.160 8.962
H 0.054 18.612 8.996
C -4.675 14.343 11.741
C -3.687 13.656 10.903
O -2.518 13.572 11.149
C -4.238 13.036 9.627
H -4.672 14.026 12.807
H -5.696 14.201 11.410
H -4.483 15.414 11.720
H -3.468 12.661 9.006
H -4.956 13.688 9.189
H -4.840 12.144 9.872
C 1.078 13.859 11.083
C 0.937 15.357 10.810
O 1.322 15.748 9.722
C 0.481 16.306 11.867
H 1.974 13.451 10.659
H 0.150 13.357 10.765
H 1.267 13.691 12.175
H -0.508 16.001 12.186
H 0.482 17.268 11.446
H 1.118 16.239 12.779
C -2.980 18.842 9.620
C -3.262 17.368 9.603
O -4.361 16.878 9.697
C -2.049 16.496 9.316
H -3.943 19.362 9.620
H -2.447 19.188 8.688
H -2.292 19.122 10.401
H -2.365 15.458 9.231
H -1.448 16.617 10.223
H -1.518 16.881 8.449
C -4.457 20.800 12.567
O -4.323 19.521 13.234
H -4.601 20.678 11.512
H -5.292 21.432 12.918
H -3.446 21.269 12.593
H -5.153 19.032 13.088
C -7.672 17.684 11.883
O -7.063 18.366 13.013
H -8.509 18.275 11.447
H -6.866 17.559 11.137
H -7.968 16.712 12.254
H -7.649 18.372 13.759
C 0.318 13.695 6.174
O -0.472 13.629 7.327
H -0.174 13.354 5.282
H 0.601 14.705 5.892
H 1.209 13.093 6.305
H 0.001 14.089 8.042
C -2.298 17.073 14.065
O -2.229 17.744 12.771
H -3.181 16.467 14.032
H -1.496 16.332 14.190
H -2.254 17.801 14.886
H -3.038 18.303 12.840
C -4.241 15.887 6.358
O -5.369 16.707 6.612
H -3.263 16.412 6.206
H -4.161 15.217 7.192
H -4.382 15.265 5.472
H -5.333 17.395 5.972
C -8.158 15.397 9.201
O -7.265 14.534 8.491
H -8.821 14.744 9.749
H -7.572 16.010 9.950
H -8.686 15.998 8.458
H -6.645 15.116 8.020
```

## Properties
Maximum force ... 2.2 eV/Å
Structure (SMILES) ... CC(C)=O.CC(C)=O.CC(C)=O.CC(C)=O.CO.CO.CO.CO.CO.CO
Kohn-Sham gap ... 9.821 eV
Calculated total energy ... -39916.3362 eV
M ... 424.6 g/mol



C18H49BMnO9 | the ωB97M-V functional and the def2-TZVPD basis

```
78
C18H49BMnO9 the ωB97M-V functional and the def2-TZVPD basis
Mn -1.648 2.373 -0.963
C -0.756 -1.883 -1.272
C -0.550 -0.696 -0.367
O -0.830 0.478 -1.022
H -1.775 -1.906 -1.675
H -0.660 -2.826 -0.716
H -0.077 -1.887 -2.126
H 0.501 -0.724 -0.010
H -1.173 -0.876 0.536
B -0.510 3.452 -2.813
H -0.366 2.981 -3.865
H -0.015 4.503 -2.856
H -1.627 3.469 -2.577
H 0.014 2.810 -2.021
C -1.087 -2.558 3.231
O -0.008 -3.147 3.917
C 1.163 -3.227 3.114
C 1.889 -4.477 3.510
O 1.127 -5.616 3.144
C 1.925 -6.763 3.006
H -2.004 -2.710 3.804
H -1.217 -3.158 2.322
H -1.032 -1.490 3.000
H 1.815 -2.369 3.307
H 0.890 -3.206 2.057
H 2.071 -4.464 4.591
H 2.885 -4.562 3.059
H 2.743 -6.605 2.297
H 1.276 -7.586 2.718
H 2.395 -7.089 3.944
C 2.897 -2.467 -2.770
O 4.298 -2.358 -2.854
C 4.921 -2.657 -1.632
C 4.702 -1.678 -0.487
O 5.024 -0.324 -0.688
C 6.330 -0.035 -1.169
H 2.478 -1.828 -1.992
H 2.527 -3.499 -2.735
H 2.489 -2.142 -3.730
H 5.998 -2.688 -1.800
H 4.634 -3.662 -1.302
H 5.288 -2.096 0.355
H 3.753 -1.657 0.055
H 6.938 0.197 -0.286
H 6.287 0.795 -1.866
H 6.796 -0.914 -1.618
C -3.124 1.218 -3.357
O -3.271 1.646 -2.009
C -4.143 0.866 -1.231
C -4.244 1.465 0.171
O -2.934 1.701 0.670
C -2.727 1.362 2.032
H -2.440 1.890 -3.861
H -4.083 1.304 -3.883
H -2.828 0.171 -3.431
H -3.715 -0.143 -1.200
H -5.174 0.817 -1.607
H -4.887 0.828 0.785
H -4.762 2.433 0.174
H -2.665 0.283 2.185
H -3.482 1.791 2.692
H -1.742 1.739 2.287
C 0.576 2.638 1.393
O -0.489 3.166 0.628
C -1.164 4.283 1.202
C -1.837 5.088 0.094
O -2.724 4.244 -0.648
C -3.698 4.923 -1.409
H 0.852 1.682 0.956
H 0.456 2.716 2.477
H 1.483 3.251 1.262
H -0.531 4.929 1.812
H -1.944 3.894 1.867
H -1.035 5.498 -0.527
H -2.493 5.851 0.523
H -4.372 4.188 -1.842
H -3.230 5.517 -2.192
H -4.348 5.532 -0.772
```

## Properties
Maximum force ... 2.8 eV/Å
Expectation value of S² ... 8.75
Kohn-Sham gap (alpha / beta) ... 7.583 / 7.846 eV
Calculated total energy ... -69878.0933 eV
Multiplicity ... 6
M ... 475.3 g/mol



> Among the records above, which one has the lowest M?

C18H48O10



> Which of these has the lowest maximum force?

C18H48AsF6O18S6